Entry 1:
Here is C28H30CdNOSe as an isolated structure from OMol25. Energies are from wB97M-V/def2-TZVPD.

Last column: natural (NBO) charge in e.
Positions of all 62 atoms, in Å:
C  -2.681  0.106  -2.109  -0.345
C  -1.719  -0.820  -2.578  -0.320
C  -1.466  -1.777  -1.556  -0.329
H  -1.284  -0.840  -3.578  0.197
C  -2.273  -1.451  -0.429  -0.447
C  -3.027  -0.259  -0.762  -0.497
H  -2.428  -2.070  0.461  0.209
C  -0.030  2.712  -1.225  -0.341
C  0.403  1.940  -2.322  -0.323
C  1.452  1.088  -1.889  -0.344
H  0.038  2.015  -3.341  0.201
C  1.680  1.317  -0.516  -0.072
C  0.711  2.282  -0.069  -0.572
H  -0.828  -2.657  -1.639  0.199
H  -3.848  0.149  -0.165  0.224
H  -3.139  0.916  -2.683  0.204
H  0.728  2.763  0.911  0.221
H  2.021  0.401  -2.514  0.195
H  -0.751  3.527  -1.234  0.219
Cd  -1.085  0.633  0.376  1.608
C  2.824  0.794  0.311  -0.040
C  3.714  1.983  0.710  -0.602
C  3.665  -0.216  -0.484  -0.618
H  4.015  2.558  -0.174  0.221
H  4.618  1.625  1.221  0.181
H  3.180  2.658  1.391  0.210
H  4.130  0.288  -1.343  0.220
H  3.062  -1.053  -0.861  0.221
H  4.468  -0.623  0.145  0.186
C  2.314  0.155  1.641  -0.489
C  1.447  -1.066  1.524  0.705
H  1.760  0.917  2.220  0.251
H  3.198  -0.138  2.227  0.188
O  0.340  -1.074  0.917  -0.714
N  1.860  -2.186  2.135  -0.597
C  0.936  -3.323  2.322  -0.236
H  2.635  -2.092  2.782  0.397
C  0.790  -4.175  1.092  -0.052
C  -0.454  -4.731  0.759  -0.190
H  -1.308  -4.527  1.409  0.214
C  -0.589  -5.526  -0.384  -0.200
H  -1.564  -5.945  -0.642  0.216
C  0.528  -5.794  -1.180  -0.221
H  0.427  -6.424  -2.061  0.210
C  1.775  -5.256  -0.844  -0.226
H  2.654  -5.455  -1.458  0.209
C  1.907  -4.459  0.301  -0.156
H  2.879  -4.051  0.596  0.202
H  -0.043  -2.933  2.623  0.225
H  1.366  -3.907  3.140  0.204
Se  -2.403  1.917  2.243  -0.484
C  -2.792  3.390  1.177  -0.181
C  -2.263  4.661  1.508  -0.251
C  -2.802  5.808  0.930  -0.219
C  -3.801  5.711  -0.053  -0.257
C  -4.198  4.444  -0.501  -0.204
C  -3.679  3.292  0.082  -0.249
H  -1.471  4.719  2.256  0.215
H  -2.446  6.786  1.244  0.199
H  -4.246  6.615  -0.480  0.199
H  -4.921  4.355  -1.313  0.201
H  -3.986  2.305  -0.262  0.225

## Properties
* HOMO-LUMO gap: 5.96 eV
* largest force on an atom: 0.0515 Eh/bohr
* energy relative to the best compared isomer or geometry (same formula, charge and spin): 0.00 kJ/mol
* net charge: -1



Entry 2:
Here is a 2-piece molecular cluster, C31H39N4O2 overall from OMol25. Energies are from wB97M-V/def2-TZVPD.

Last column: Löwdin charge in e.
Positions of all 76 atoms, in Å:
C  -2.035  3.938  -1.510  -0.067
C  -0.665  3.376  -1.266  -0.308
C  -0.521  1.920  -1.233  -0.035
C  0.365  4.300  -1.208  -0.084
N  1.707  4.111  -1.435  -0.124
C  2.543  5.320  -1.250  -0.132
C  3.986  4.880  -1.031  -0.180
O  4.444  4.014  -2.075  -0.129
C  3.614  2.869  -2.275  -0.182
C  2.156  3.237  -2.519  -0.127
H  -2.817  3.209  -1.278  0.075
H  -2.219  4.850  -0.930  0.084
H  -2.137  4.209  -2.571  0.091
H  -1.496  1.445  -1.386  0.104
H  0.175  1.520  -1.980  0.080
H  -0.163  1.589  -0.193  0.037
H  0.115  5.329  -0.916  0.133
H  2.486  5.970  -2.147  0.141
H  2.176  5.872  -0.376  0.123
H  4.660  5.749  -1.079  0.135
H  4.072  4.394  -0.037  0.126
H  4.035  2.382  -3.167  0.135
H  3.684  2.179  -1.411  0.125
H  1.562  2.325  -2.552  0.090
H  2.067  3.749  -3.502  0.148
C  -1.992  -5.263  2.391  0.001
N  -1.330  -4.312  1.527  -0.037
C  -0.875  -4.667  0.290  -0.362
O  -0.935  -5.792  -0.200  0.102
C  -0.286  -3.414  -0.361  -0.162
C  -0.944  -3.035  -1.691  -0.088
C  -0.801  -4.104  -2.749  -0.243
C  -1.941  -4.620  -3.374  -0.039
C  -1.820  -5.683  -4.269  -0.066
C  -0.552  -6.193  -4.578  -0.073
C  0.594  -5.629  -4.001  -0.066
C  0.470  -4.575  -3.091  -0.045
N  -0.490  -2.403  0.670  0.038
C  -0.046  -1.135  0.492  -0.003
C  -0.215  -0.125  1.405  -0.076
C  0.353  1.188  1.220  -0.025
C  0.174  2.208  2.275  -0.180
C  0.816  3.455  2.137  0.005
C  0.826  4.376  3.180  0.004
C  0.210  4.064  4.400  -0.210
C  0.337  4.944  5.526  -0.153
N  0.444  5.654  6.451  0.186
C  -0.497  2.865  4.527  0.001
C  -0.579  1.982  3.452  0.010
C  -1.164  -2.907  1.881  -0.462
C  -2.542  -2.268  2.111  0.013
C  -0.289  -2.789  3.136  0.016
H  -2.083  -6.219  1.868  0.103
H  -1.422  -5.410  3.316  0.100
H  -2.993  -4.902  2.655  0.094
H  0.796  -3.581  -0.528  0.167
H  -2.012  -2.827  -1.516  0.131
H  -0.484  -2.095  -2.041  0.116
H  -2.917  -4.197  -3.118  0.114
H  -2.718  -6.116  -4.713  0.108
H  -0.456  -7.028  -5.270  0.106
H  1.586  -6.013  -4.243  0.107
H  1.351  -4.122  -2.625  0.112
H  0.459  -0.945  -0.464  0.151
H  -0.783  -0.346  2.305  0.065
H  1.383  1.175  0.818  0.154
H  1.315  3.693  1.192  0.102
H  1.333  5.336  3.064  0.131
H  -0.976  2.625  5.479  0.133
H  -1.209  1.093  3.543  0.113
H  -3.198  -2.499  1.260  0.106
H  -2.976  -2.688  3.027  0.093
H  -2.480  -1.183  2.224  0.072
H  0.552  -3.490  3.063  0.108
H  0.105  -1.778  3.256  0.073
H  -0.890  -3.039  4.018  0.098

## Properties
* HOMO-LUMO gap: 5.13 eV
* largest force on an atom: 0.0708 Eh/bohr
* energy relative to the best compared isomer or geometry (same formula, charge and spin): 116.44 kJ/mol
* net charge: +1



Entry 3:
Here is C52H54BrClN8O5Zr as an isolated structure from OMol25. Energies are from wB97M-V/def2-TZVPD.

Last column: Löwdin charge in e.
Positions of all 122 atoms, in Å:
Zr  -0.159  0.385  -0.788  1.875
C  4.095  -4.546  0.852  -0.077
C  4.279  -3.033  0.728  -0.193
C  3.191  -2.421  -0.104  -0.104
C  3.131  -2.045  -1.388  -0.080
C  4.147  -1.911  -2.472  -0.166
C  5.597  -2.236  -2.146  -0.093
C  1.706  -1.606  -1.682  -0.519
N  0.963  -1.845  -0.421  0.133
C  1.835  -2.162  0.450  -0.171
C  1.660  -1.921  1.911  -0.121
C  0.501  -0.974  2.338  -0.352
C  -0.113  -1.229  3.677  -0.113
C  0.641  -1.600  4.914  -0.178
C  1.088  -0.386  5.732  -0.074
C  -1.419  -0.951  3.567  -0.109
C  -1.655  -0.595  2.160  -0.196
C  -2.953  -0.185  1.716  0.042
C  -3.305  0.120  0.451  -0.205
N  -2.523  -0.013  -0.684  0.034
C  -3.336  0.286  -1.716  -0.211
C  -3.055  0.079  -3.052  0.021
C  -1.920  -0.612  -3.457  -0.195
N  -0.902  -0.931  -2.669  0.062
C  -0.034  -1.776  -3.391  -0.169
C  1.124  -2.220  -2.915  0.076
C  -0.561  -1.998  -4.769  -0.308
C  -1.780  -1.184  -4.841  -0.302
C  -2.962  -1.376  -5.745  -0.147
C  -3.893  -2.494  -5.291  -0.067
C  -0.213  -3.203  -5.587  -0.145
C  -0.589  -4.520  -4.917  -0.074
C  -4.666  0.728  -1.245  -0.109
C  -4.655  0.599  0.088  -0.111
C  -5.758  0.849  1.062  -0.188
C  -6.487  -0.435  1.463  -0.080
C  -5.756  1.210  -2.143  -0.190
C  -5.484  2.619  -2.672  -0.078
N  -0.580  -0.689  1.424  0.080
C  -2.476  -1.008  4.626  -0.187
C  -3.391  -2.224  4.474  -0.081
H  4.854  -4.986  1.497  0.075
H  4.161  -5.018  -0.129  0.079
H  3.116  -4.794  1.267  0.073
H  5.257  -2.813  0.311  0.090
H  4.273  -2.598  1.731  0.098
H  4.066  -0.877  -2.828  0.134
H  3.824  -2.519  -3.323  0.113
H  6.001  -1.566  -1.387  0.078
H  6.208  -2.123  -3.041  0.076
H  5.714  -3.262  -1.796  0.072
H  1.808  -2.823  2.511  0.149
H  1.509  -2.213  4.652  0.104
H  -0.001  -2.230  5.533  0.113
H  1.613  0.339  5.110  0.044
H  1.746  -0.692  6.545  0.076
H  0.222  0.119  6.159  0.076
H  -3.711  -0.089  2.479  0.097
H  -3.806  0.332  -3.784  0.103
H  1.726  -2.884  -3.520  0.112
H  -2.583  -1.558  -6.752  0.122
H  -3.515  -0.435  -5.794  0.114
H  -3.410  -3.467  -5.372  0.058
H  -4.795  -2.518  -5.902  0.076
H  -4.196  -2.356  -4.252  0.077
H  0.865  -3.182  -5.772  0.121
H  -0.693  -3.100  -6.561  0.121
H  -0.114  -4.614  -3.942  0.070
H  -0.275  -5.365  -5.528  0.075
H  -1.665  -4.599  -4.764  0.061
H  -6.468  1.552  0.623  0.108
H  -5.354  1.339  1.951  0.113
H  -6.970  -0.888  0.597  0.078
H  -7.251  -0.235  2.214  0.072
H  -5.792  -1.170  1.872  0.062
H  -6.704  1.195  -1.601  0.106
H  -5.871  0.516  -2.981  0.110
H  -5.443  3.334  -1.849  0.080
H  -6.265  2.936  -3.362  0.072
H  -4.527  2.667  -3.190  0.074
H  -3.067  -0.088  4.599  0.115
H  -1.996  -1.029  5.606  0.104
H  -3.791  -2.297  3.463  0.064
H  -4.231  -2.174  5.167  0.074
H  -2.841  -3.144  4.673  0.077
Br  5.887  1.356  4.072  0.701
C  4.978  2.972  3.649  -0.685
C  3.634  3.089  3.966  -0.117
C  2.947  4.223  3.582  -0.017
C  3.604  5.226  2.879  -0.285
C  4.969  5.138  2.655  -0.041
C  5.664  3.995  3.021  -0.124
N  2.943  6.445  2.492  0.068
N  1.855  6.451  1.899  0.070
C  1.207  5.276  1.406  -0.242
C  -0.140  5.217  1.677  -0.024
C  -0.915  4.075  1.414  0.012
C  -0.326  2.963  0.844  -0.340
O  -0.937  1.844  0.592  -0.222
C  1.063  3.036  0.501  -0.146
N  1.576  1.901  -0.052  0.033
C  2.814  1.927  -0.495  -0.112
C  3.606  3.088  -0.456  -0.018
C  3.107  4.218  0.124  0.013
C  1.820  4.193  0.708  -0.097
H  3.116  2.296  4.483  0.083
H  1.892  4.312  3.800  0.126
H  5.478  5.960  2.170  0.117
H  6.722  3.905  2.817  0.101
H  -0.588  6.078  2.158  0.112
H  -1.970  4.051  1.650  0.112
H  3.182  1.009  -0.930  0.103
H  4.584  3.076  -0.915  0.111
H  3.675  5.139  0.119  0.120
O  1.460  2.770  -3.114  -0.626
Cl  0.207  1.956  -3.356  0.956
O  -0.560  -0.727  -5.447  0.078
O  1.602  -0.213  -1.715  -0.325
O  -0.752  1.914  -2.009  -0.713
N  2.510  -0.788  2.304  0.081
C  1.604  0.139  2.534  0.115
H  3.519  -0.679  2.305  0.126

## Properties
* HOMO-LUMO gap: 6.12 eV
* largest force on an atom: 0.0399 Eh/bohr
* energy relative to the best compared isomer or geometry (same formula, charge and spin): 63.74 kJ/mol
* net charge: 0